{"formula": "C31H49ClP2Tl", "method": "the ωB97M-V functional and the def2-TZVPD basis", "symbols": ["Tl", "C", "C", "C", "C", "C", "C", "H", "H", "H", "C", "H", "H", "H", "C", "H", "H", "H", "C", "H", "H", "H", "C", "H", "H", "H", "C", "C", "C", "C", "C", "C", "C", "C", "H", "H", "H", "H", "H", "H", "H", "H", "H", "H", "H", "H", "P", "P", "C", "C", "H", "H", "H", "H", "C", "H", "H", "H", "C", "H", "H", "H", "C", "H", "H", "H", "C", "H", "H", "H", "Cl", "C", "C", "C", "C", "C", "C", "C", "H", "H", "H", "H", "H", "H"], "xyz": [[-0.8734, 0.1980, -1.9683], [-0.5369, -2.8402, 2.6783], [0.8258, -2.9665, 2.2747], [0.7153, -1.3556, 3.9141], [-0.6028, -1.8463, 3.6875], [1.5978, -2.0529, 3.0478], [-1.6786, -3.6327, 2.1755], [-1.4251, -4.1587, 1.2485], [-2.5484, -2.9918, 1.9840], [-1.9863, -4.3878, 2.9138], [-1.8068, -1.4034, 4.4069], [-2.6780, -1.9897, 4.0985], [-2.0219, -0.3448, 4.2079], [-1.6854, -1.5156, 5.4937], [1.0824, -0.3333, 4.9100], [0.9096, -0.6963, 5.9343], [0.4854, 0.5809, 4.7856], [2.1404, -0.0638, 4.8234], [3.0665, -1.8937, 2.9930], [3.5589, -2.4795, 3.7847], [3.3509, -0.8438, 3.1340], [3.4636, -2.2359, 2.0297], [1.3641, -3.9251, 1.2805], [1.7513, -4.8386, 1.7714], [2.1968, -3.4751, 0.7148], [0.5807, -4.2343, 0.5708], [-2.0417, 0.3597, -4.5505], [-2.0590, -1.0158, -5.1014], [-0.7859, -1.5728, -5.7926], [0.3404, -1.7778, -4.7542], [0.1395, -1.1034, -3.4317], [0.5723, 0.3011, -3.6023], [0.3501, 1.0907, -4.8464], [-1.1110, 1.2269, -5.2792], [-0.4300, -0.9541, -6.6202], [1.3591, -1.5241, -5.1018], [-1.0173, -2.5846, -6.2065], [-1.1966, 0.9526, -6.3374], [-3.0361, 0.7873, -4.3747], [-2.9561, -1.2633, -5.7398], [-1.3939, 2.2809, -5.3213], [0.7377, 2.1083, -4.6922], [1.4499, 0.6227, -3.0346], [0.9593, 0.6509, -5.6417], [0.4297, -2.8005, -4.3944], [0.6348, -1.6601, -2.6069], [-2.1860, -1.7060, -3.4669], [2.8186, 1.5545, 0.2239], [0.1334, 2.1503, -1.1927], [1.2903, 2.5127, -0.3197], [-0.7139, 2.8471, -1.0348], [0.3791, 2.2659, -2.2644], [1.6789, 3.4293, -0.7738], [0.8480, 2.7102, 0.6574], [3.8440, 2.8908, 0.8846], [4.4958, 2.4121, 1.6271], [3.1689, 3.5901, 1.3825], [4.4329, 3.3766, 0.1026], [3.5917, 1.1747, -1.4324], [3.7933, 2.0645, -2.0683], [2.9515, 0.4645, -1.9898], [4.5460, 0.6351, -1.2494], [-3.3370, -0.8561, -2.3640], [-3.7406, -1.4540, -1.5252], [-4.1801, -0.4345, -2.9415], [-2.9352, 0.0843, -1.9009], [-1.9813, -3.4800, -3.1533], [-1.0960, -3.5191, -2.4864], [-1.8079, -4.1367, -4.0348], [-2.8539, -3.8087, -2.5701], [-0.9850, 4.7556, 1.2626], [-0.7521, 4.0800, 2.8095], [0.0095, 4.7624, 3.7446], [-0.0016, 4.3485, 5.0878], [-0.7466, 3.2288, 5.4711], [-1.4249, 2.4795, 4.5238], [-1.4188, 2.8308, 3.1239], [-1.9624, 1.9814, 2.1723], [0.5873, 5.6266, 3.4351], [0.5432, 4.9191, 5.8295], [-0.8101, 2.9482, 6.5265], [-2.0176, 1.6130, 4.8302], [-2.3681, 1.0218, 2.4855], [-1.9847, 2.2385, 1.1225]], "total_charge": 1, "e_lumo_ev": [-4.42, -4.42], "homo_ev": [-8.965, -8.876], "max_force_ha_per_bohr": 0.093, "homo_lumo_gap_ev": [4.55, 4.46], "total_energy_ha": -2525.3055}

{"formula": "C5H11CaO4", "method": "the ωB97M-V functional and the def2-TZVPD basis", "symbols": ["C", "O", "H", "H", "H", "O", "C", "C", "O", "C", "C", "O", "Ca", "H", "H", "H", "H", "H", "H", "H", "H"], "xyz": [[-1.3344, 1.8694, 3.5469], [-1.7265, 0.6184, 3.3249], [-1.3143, 2.5155, 2.6449], [-2.1530, 2.3459, 4.2439], [-0.3844, 1.9649, 4.1124], [1.5956, -1.0500, 1.0340], [0.2445, -1.3817, 1.0600], [-0.3423, -1.4731, -0.3452], [0.1143, -0.3211, -1.0527], [0.1022, -0.3582, -2.4812], [1.0865, 0.7154, -2.9476], [2.3025, 0.6199, -2.2773], [2.1630, 0.0460, -0.4583], [-0.3691, -0.6420, 1.7198], [0.0833, -2.3546, 1.5641], [-1.4419, -1.5045, -0.3298], [0.0313, -2.3742, -0.8606], [-0.9166, -0.1822, -2.8583], [0.4415, -1.3560, -2.8083], [0.6142, 1.7072, -2.7900], [1.2040, 0.5953, -4.0418]], "total_charge": 0, "e_lumo_ev": [-0.06, -1.46], "homo_ev": [-8.420, -8.417], "s_squared": 0.7545, "max_force_ha_per_bohr": 0.080, "homo_lumo_gap_ev": [8.36, 6.96], "total_energy_ha": -1175.5740, "spin_multiplicity": 2}

{"formula": "C37H57Br12FN2O5", "method": "the ωB97M-V functional and the def2-TZVPD basis", "symbols": ["C", "C", "C", "O", "O", "C", "C", "C", "C", "C", "C", "C", "C", "C", "C", "F", "C", "O", "C", "C", "C", "C", "N", "C", "C", "C", "O", "C", "N", "C", "C", "C", "O", "H", "H", "H", "H", "H", "H", "H", "H", "H", "H", "H", "H", "H", "H", "H", "H", "H", "H", "H", "H", "H", "H", "H", "H", "H", "H", "H", "H", "H", "H", "H", "H", "H", "Br", "C", "C", "Br", "H", "H", "H", "H", "Br", "C", "C", "Br", "H", "H", "H", "H", "Br", "C", "C", "Br", "H", "H", "H", "H", "Br", "C", "C", "Br", "H", "H", "H", "H", "Br", "C", "C", "Br", "H", "H", "H", "H", "Br", "C", "C", "Br", "H", "H", "H", "H"], "xyz": [[-5.6669, 2.1795, 3.6194], [-4.9957, 2.0847, 2.4589], [-3.9848, 3.0481, 1.9514], [-3.9857, 3.4512, 0.8154], [-3.0353, 3.4643, 2.8213], [-2.2782, 2.4341, 3.4747], [-1.1955, 1.8251, 2.5744], [0.2430, 2.2139, 2.9676], [1.1127, 0.9901, 3.3053], [2.5582, 1.1398, 2.8709], [3.3589, -0.1831, 2.7770], [2.7614, -1.0359, 1.7033], [2.1644, -2.2225, 1.8731], [2.0324, -2.9727, 3.1653], [0.9842, -2.4133, 4.1099], [0.6138, -3.3687, 5.0419], [1.5803, -2.8783, 0.6595], [1.5447, -4.0839, 0.5263], [1.0348, -1.9389, -0.3566], [-0.0879, -2.2211, -1.0964], [-0.5679, -1.2888, -1.9970], [-1.8270, -1.5964, -2.7703], [-1.5568, -1.9179, -4.1754], [0.0775, -0.0740, -2.1959], [-0.4219, 0.9425, -3.2104], [0.6872, 1.4131, -4.1291], [1.0658, 0.3478, -5.0109], [0.3209, 2.6580, -4.9428], [0.1918, 3.8614, -4.1127], [1.2136, 0.1977, -1.4411], [1.6689, -0.7296, -0.5369], [2.8577, -0.4741, 0.3211], [3.8407, 0.1235, -0.0650], [-5.8360, 1.2776, 4.1972], [-6.1014, 3.0958, 4.0031], [-5.2051, 1.2529, 1.7902], [-1.8217, 2.8871, 4.3526], [-2.9250, 1.6437, 3.8544], [-1.3218, 0.7417, 2.6369], [-1.3945, 2.0742, 1.5314], [0.6837, 2.8286, 2.1814], [0.1924, 2.8461, 3.8510], [1.0605, 0.8319, 4.3863], [0.6522, 0.1198, 2.8359], [3.1000, 1.8159, 3.5346], [2.5784, 1.5941, 1.8775], [3.4152, -0.7080, 3.7286], [4.3626, 0.1089, 2.4637], [1.7078, -3.9841, 2.9115], [2.9773, -3.0849, 3.6985], [1.3873, -1.5579, 4.6566], [0.1011, -2.0506, 3.5796], [-0.6013, -3.1656, -0.9668], [-2.4115, -2.3609, -2.2546], [-2.4443, -0.6939, -2.7472], [-2.1628, -2.6700, -4.4703], [-0.5881, -2.1658, -4.3275], [-0.8565, 1.7832, -2.6653], [-1.1890, 0.4605, -3.8089], [1.5844, 1.6903, -3.5658], [1.9532, 0.0860, -4.7576], [1.1743, 2.8250, -5.6018], [-0.5812, 2.4927, -5.5288], [-0.7380, 3.9341, -3.7153], [0.8249, 3.7988, -3.3218], [1.7571, 1.1305, -1.5185], [-3.9966, 1.2217, -4.3228], [-4.5091, 0.9992, -6.1843], [-3.4082, 1.4329, -7.1143], [-3.2874, 3.3706, -7.2453], [-5.4300, 1.5546, -6.3285], [-4.7029, -0.0646, -6.3034], [-3.6078, 1.0887, -8.1269], [-2.4313, 1.0777, -6.7987], [5.7411, -7.5348, -0.1392], [4.0417, -7.2091, 0.7525], [4.0813, -5.9719, 1.6074], [5.0420, -6.2673, 3.2755], [3.8066, -8.1061, 1.3155], [3.3170, -7.0806, -0.0485], [3.0740, -5.6828, 1.8983], [4.5672, -5.1392, 1.1093], [-8.6697, 1.7822, 5.2453], [-8.1476, 0.6343, 6.7274], [-7.3923, 1.3886, 7.7888], [-5.5556, 1.7516, 7.2614], [-7.5723, -0.1825, 6.3035], [-9.0802, 0.2487, 7.1331], [-7.3185, 0.7923, 8.6954], [-7.8458, 2.3469, 8.0193], [-0.3862, 5.7954, 4.8946], [0.4194, 5.8560, 6.6630], [1.7220, 5.1022, 6.7061], [1.4393, 3.1766, 6.7566], [-0.3146, 5.4632, 7.3588], [0.5853, 6.9112, 6.8684], [2.2676, 5.3348, 7.6178], [2.3506, 5.3055, 5.8455], [-0.1655, -0.7178, -8.8110], [1.6776, -1.2125, -8.4363], [1.8835, -2.7043, -8.4728], [1.1833, -3.5616, -6.8742], [1.9210, -0.7772, -7.4713], [2.2682, -0.7304, -9.2124], [2.9449, -2.9415, -8.4874], [1.3950, -3.1737, -9.3203], [3.9143, -0.2932, -3.5751], [5.3959, -1.2156, -2.7253], [5.5410, -2.6155, -3.2532], [4.1668, -3.7899, -2.5338], [5.1995, -1.1835, -1.6581], [6.2783, -0.6203, -2.9490], [6.4905, -3.0407, -2.9349], [5.4633, -2.6717, -4.3340]], "total_charge": 0, "e_lumo_ev": -0.75, "homo_ev": -8.946, "max_force_ha_per_bohr": 0.035, "homo_lumo_gap_ev": 8.19, "smiles": "C=CC(=O)OCCCCCCC1=C(CCF)C(=O)c2cc(CN)c(C[C@@H](O)CN)cc2C1=O.BrCCBr.BrCCBr.BrCCBr.BrCCBr.BrCCBr.BrCCBr", "total_energy_ha": -32917.7526}

{"formula": "C19H22BrCdN2O4SSe3Te", "method": "the ωB97M-V functional and the def2-TZVPD basis", "symbols": ["Cd", "Se", "Se", "Te", "Se", "C", "C", "O", "N", "C", "C", "C", "C", "C", "C", "N", "H", "H", "H", "H", "H", "H", "H", "H", "H", "H", "O", "S", "C", "C", "C", "C", "H", "H", "H", "H", "H", "H", "H", "H", "Br", "C", "C", "C", "C", "C", "C", "C", "O", "O", "H", "H", "H", "H"], "xyz": [[-1.3216, -0.0248, 0.6377], [-3.2387, 0.8635, -0.8828], [-5.1438, 0.2136, 0.2960], [-4.5599, -2.1595, 0.9037], [-2.6072, -1.7011, 2.3714], [0.5815, -0.7191, 3.6971], [0.8894, 0.4225, 2.7677], [-0.0016, 1.1704, 2.3569], [2.1931, 0.6180, 2.4970], [2.6869, 1.4771, 1.4250], [3.6628, 0.7190, 0.5565], [4.8627, 0.2746, 1.1057], [5.7174, -0.4903, 0.3315], [5.3575, -0.7646, -0.9755], [4.1631, -0.2436, -1.4469], [3.3300, 0.4865, -0.7100], [-0.1756, -1.3502, 3.2347], [0.1669, -0.3086, 4.6181], [1.4558, -1.3285, 3.9216], [2.7953, -0.1516, 2.7434], [3.2045, 2.3310, 1.8730], [1.8419, 1.8213, 0.8326], [5.1110, 0.5144, 2.1336], [6.6457, -0.8664, 0.7433], [5.9766, -1.3769, -1.6168], [3.8470, -0.4410, -2.4656], [-0.0530, 1.8844, -0.5377], [-0.7234, 3.1207, -1.0784], [0.6659, 4.3060, -1.2300], [0.5409, 5.3498, -0.1175], [-0.1919, 4.6551, 1.0300], [-1.3869, 3.9868, 0.3684], [0.6648, 4.7197, -2.2378], [1.5382, 3.6630, -1.1095], [-0.0590, 6.1940, -0.4687], [1.5156, 5.7417, 0.1766], [-0.4832, 5.3393, 1.8278], [0.4378, 3.8766, 1.4686], [-2.1251, 4.7048, 0.0031], [-1.8876, 3.2256, 0.9642], [-0.8115, 0.9400, -4.7263], [-0.9364, -0.5355, -3.5277], [-1.9735, -1.4402, -3.6759], [-2.0656, -2.4918, -2.7749], [-1.1317, -2.6384, -1.7599], [-0.0948, -1.7228, -1.6344], [-0.0029, -0.6502, -2.5161], [0.9047, -1.8085, -0.5058], [1.8972, -2.5228, -0.6247], [0.5769, -1.1271, 0.5222], [-2.7101, -1.3074, -4.4559], [-2.8943, -3.1848, -2.8506], [-1.2277, -3.4402, -1.0384], [0.7642, 0.0994, -2.3761]], "total_charge": -1, "e_lumo_ev": 2.24, "homo_ev": -3.904, "max_force_ha_per_bohr": 0.010, "homo_lumo_gap_ev": 6.15, "total_energy_ha": -11760.1596}

{"formula": "CsF6P", "method": "the ωB97M-V functional and the def2-TZVPD basis", "symbols": ["Cs", "P", "F", "F", "F", "F", "F", "F"], "xyz": [[-1.2680, -3.5302, -0.5468], [0.1392, 0.4978, 0.0855], [-0.4170, 0.7670, -1.4329], [-0.9616, 1.4699, 0.7965], [-0.7466, -0.8326, 0.1283], [0.6665, 0.2683, 1.6236], [1.4797, -0.4077, -0.5442], [1.1078, 1.7675, -0.1099]], "total_charge": 1, "e_lumo_ev": [-3.90, -11.75], "homo_ev": [-18.283, -17.671], "s_squared": 0.7554, "max_force_ha_per_bohr": 0.042, "homo_lumo_gap_ev": [14.38, 5.92], "total_energy_ha": -960.4939, "spin_multiplicity": 2}

{"formula": "C4H9NO2S", "method": "the ωB97M-V functional and the def2-TZVPD basis", "symbols": ["C", "C", "C", "S", "N", "C", "O", "O", "H", "H", "H", "H", "H", "H", "H", "H", "H"], "xyz": [[0.2752, 1.4079, 0.5191], [0.0309, -0.1696, 0.7424], [-1.4620, -0.4186, 0.4134], [-2.4583, -0.3197, 1.9265], [0.9097, -0.8640, -0.2305], [0.7685, -0.5554, -1.5727], [1.9886, -0.5774, -2.1642], [-0.2636, -0.2495, -2.1035], [0.4411, 1.6653, -0.5345], [-0.6132, 1.9071, 0.9019], [1.1481, 1.7811, 1.0682], [0.3615, -0.4239, 1.7425], [-1.4665, -1.2751, -0.2580], [-1.9056, 0.3595, -0.2067], [-1.4788, -0.4383, 2.8392], [1.8095, -1.2213, 0.0380], [1.9150, -0.6082, -3.1209]], "total_charge": 0, "e_lumo_ev": 0.66, "homo_ev": -9.031, "max_force_ha_per_bohr": 0.069, "homo_lumo_gap_ev": 9.69, "smiles": "C[C@@H](CS)NC(=O)O", "total_energy_ha": -761.2435}